1.
Entry from OMol25: a molecular structure, C35H23N3PPtS6 (ωB97M-V with the def2-TZVPD basis set).

```
69
Properties=species:S:1:pos:R:3:mulliken_charge:R:1
Pt 0.157 -1.348 0.110 2.337
S 0.637 -3.634 -0.002 -0.599
S 3.064 -6.127 4.668 -0.204
S 1.046 -1.222 2.263 -0.589
S -1.877 -0.140 -3.735 -0.265
S 2.234 -3.358 4.006 -0.062
S 1.892 -5.454 2.027 -0.080
P -0.765 0.814 -0.060 -0.989
N 1.986 -1.019 -0.999 0.607
N 2.891 -0.653 -2.976 0.067
N -0.531 -1.358 -1.846 -0.593
C -1.578 1.162 2.588 -0.034
C 2.198 3.135 -1.459 -0.748
C 1.355 -3.859 1.566 0.206
C 1.515 -2.886 2.489 0.140
C -0.431 2.635 -2.221 -0.109
C 0.347 3.523 -2.947 -0.904
C 0.376 -0.790 -2.741 -0.466
C 1.427 2.239 -0.735 -0.760
C 5.321 -0.628 -2.245 -1.212
C 1.752 -0.839 -2.282 0.275
C -2.080 1.909 3.642 -1.031
C -4.649 0.956 -0.609 -1.236
C -2.692 -0.862 0.316 -0.030
C 3.946 -0.730 -2.076 0.804
C -4.307 -1.845 1.861 -1.182
C -2.358 3.257 3.471 -0.610
C -2.012 -2.573 1.849 -0.446
C -1.349 1.771 1.355 1.656
C -3.322 -2.668 2.344 -1.045
C -0.128 -0.150 -3.802 -0.336
C 4.151 -1.122 0.311 -0.598
C 0.112 1.971 -1.124 1.289
C -2.345 0.077 -0.789 0.978
C -3.406 0.991 -1.171 -0.600
C 6.093 -0.774 -1.110 -0.486
C 1.661 3.766 -2.573 -0.714
C 2.487 -5.038 3.612 0.098
C -4.004 -0.913 0.843 0.766
C -1.688 -1.674 0.844 0.419
C -1.624 3.129 1.187 -0.724
C 3.363 -0.971 -0.827 0.102
C -1.857 -0.890 -2.073 0.173
C 5.517 -1.017 0.147 -0.864
C -2.130 3.867 2.244 -0.732
C -4.955 0.005 0.375 -0.526
H 5.767 -0.449 -3.215 0.441
H -3.543 -3.386 3.123 0.477
H -5.315 -1.888 2.256 0.455
H 3.215 3.337 -1.150 0.503
H 6.164 -1.131 1.006 0.456
H -5.955 -0.025 0.793 0.470
H -2.745 3.839 4.297 0.415
H -1.357 0.111 2.731 0.299
H -0.078 4.031 -3.803 0.491
H 3.703 -1.312 1.276 0.307
H -1.454 2.459 -2.529 0.218
H 2.263 4.464 -3.140 0.430
H -1.243 -3.212 2.265 0.362
H 7.169 -0.705 -1.192 0.407
H -3.216 1.675 -1.990 0.300
H -2.247 1.436 4.601 0.480
H 1.846 1.758 0.139 0.449
H -5.415 1.644 -0.942 0.545
H 2.957 -0.545 -3.974 0.238
H 0.405 0.377 -4.576 0.491
H -2.601 -1.684 -2.049 0.771
H -2.337 4.921 2.113 0.452
H -1.427 3.616 0.241 0.397
```

Properties
Energy above the lowest of the compared OMol25 structures with the same formula, charge and spin (eV): 0.065
LUMO energy (spin up / spin down) (eV): -5.372 / -5.373
Maximum force (eV Å⁻¹): 0.75
Spin multiplicity: 1
Energy (Eh): -4361.45151
Kohn-Sham gap (spin up / spin down) (eV): 3.76 / 3.76
Total charge: +1


2.
Entry from OMol25: a single C3H4OS molecule in a non-equilibrium geometry (ωB97M-V with the def2-TZVPD basis set).

```
9
Properties=species:S:1:pos:R:3:mulliken_charge:R:1
S -2.627 -0.072 0.509 0.392
O -3.266 -0.390 -0.737 -0.479
C -0.587 -0.496 0.174 0.058
C -1.108 0.871 -0.018 -0.498
C 0.620 -1.081 0.166 -0.561
H 0.855 -2.192 0.426 0.192
H -0.674 1.601 0.625 0.312
H -0.929 1.284 -0.971 0.303
H 1.557 -0.698 -0.165 0.280
```

Properties
Energy above the lowest of the compared OMol25 structures with the same formula, charge and spin (eV): 3.775
LUMO energy (eV): 0.008
Maximum force (eV Å⁻¹): 4.00
Spin multiplicity: 1
Energy (Eh): -589.98594
Kohn-Sham gap (eV): 9.06


3.
Entry from OMol25: a molecular structure, C4H7NO2 in a non-equilibrium geometry (ωB97M-V with the def2-TZVPD basis set).

```
14
Properties=species:S:1:pos:R:3:mulliken_charge:R:1
O -1.375 0.259 1.081 -0.541
O -0.526 -0.972 -1.556 -0.362
N 0.249 1.129 -1.058 -0.307
C -0.176 -1.389 -0.219 -0.384
C 0.871 0.667 0.013 -0.207
C -0.085 -0.222 0.782 -0.124
C -0.443 0.340 -1.791 0.036
H -0.953 0.648 -2.691 0.399
H 0.330 -0.591 1.720 0.448
H 0.750 -1.958 -0.297 0.318
H -0.990 -2.029 0.127 0.295
H -1.596 0.919 0.407 0.375
H 2.019 1.404 1.392 -0.145
H 1.926 1.797 2.091 0.200
```

Properties
Energy above the lowest of the compared OMol25 structures with the same formula, charge and spin (eV): 5.614
LUMO energy (eV): -0.243
Maximum force (eV Å⁻¹): 1.77
Spin multiplicity: 1
Energy (Eh): -361.67454
Kohn-Sham gap (eV): 7.95


4.
Entry from OMol25: a molecular structure, ClCu (ωB97M-V with the def2-TZVPD basis set).

```
2
Properties=species:S:1:pos:R:3:mulliken_charge:R:1
Cu -38.064 32.032 -27.476 0.980
Cl -34.805 31.105 -27.168 0.020
```

Properties
Energy above the lowest of the compared OMol25 structures with the same formula, charge and spin (eV): 0.919
LUMO energy (spin up / spin down) (eV): -7.959 / -9.046
Maximum force (eV Å⁻¹): 0.12
Spin multiplicity: 2
Energy (Eh): -2100.24576
Kohn-Sham gap (spin up / spin down) (eV): 8.71 / 7.14
Total charge: +1
⟨S²⟩: 0.7527


5.
Entry from OMol25: a single C3H7NO2S molecule in a non-equilibrium geometry (ωB97M-V with the def2-TZVPD basis set).

```
14
Properties=species:S:1:pos:R:3:mulliken_charge:R:1
S -0.691 2.277 1.191 -0.222
O 1.751 -1.335 -1.259 -0.472
O -0.450 -1.801 -1.470 -0.458
N -0.375 -1.075 1.217 -0.639
C 0.400 -1.143 -0.979 0.249
C -0.723 0.931 -0.124 -1.069
C 0.235 -0.171 0.256 0.637
H -0.318 3.291 0.374 0.137
H -0.605 1.370 -1.113 0.436
H -0.902 -0.594 1.940 0.228
H -1.768 0.635 -0.034 0.410
H 0.321 -1.605 1.717 0.231
H 1.934 -1.087 -2.175 0.340
H 1.191 0.306 0.458 0.190
```

Properties
Energy above the lowest of the compared OMol25 structures with the same formula, charge and spin (eV): 1.318
LUMO energy (eV): 0.538
Maximum force (eV Å⁻¹): 2.36
Spin multiplicity: 1
Energy (Eh): -721.91419
Kohn-Sham gap (eV): 9.92


6.
Entry from OMol25: 2 unconnected molecules or ions with the total composition C4H9O2S in a non-equilibrium geometry (ωB97M-V with the def2-TZVPD basis set).

```
16
Properties=species:S:1:pos:R:3:mulliken_charge:R:1
S -1.773 -1.944 2.463 -0.274
O 0.507 -0.112 -2.915 -0.751
O -0.494 -1.176 -1.197 -0.718
C 0.580 0.945 -0.780 -0.053
C -2.044 -0.498 1.358 -0.127
C 2.067 0.773 -0.529 -1.217
C 0.144 -0.226 -1.726 0.544
H 2.588 0.698 -1.448 0.324
H 2.526 1.620 -0.009 0.316
H -3.090 -0.560 1.100 0.285
H 2.274 -0.135 0.051 0.292
H -0.015 0.913 0.119 0.054
H -2.045 0.405 1.976 0.281
H -0.450 -2.000 2.296 0.096
H -1.243 -0.558 0.617 -0.331
H 0.467 1.854 -1.377 0.278
```

Properties
Energy above the lowest of the compared OMol25 structures with the same formula, charge and spin (eV): 0.658
LUMO energy (eV): 3.249
Maximum force (eV Å⁻¹): 1.77
Spin multiplicity: 1
Energy (Eh): -706.52378
Kohn-Sham gap (eV): 7.45
Total charge: -1